# 1
{
  "formula": "BF4H26O13",
  "method": "ωB97M-V with the def2-TZVPD basis set",
  "lumo_ev": 2.02,
  "homo_lumo_gap_ha": 0.3453,
  "e_above_lowest_ev": 0.933,
  "total_charge": -1,
  "species": ["B", "F", "F", "F", "F", "O", "H", "H", "O", "H", "H", "O", "H", "H", "O", "H", "H", "O", "H", "H", "O", "H", "H", "O", "H", "H", "O", "H", "H", "O", "H", "H", "O", "H", "H", "O", "H", "H", "O", "H", "H", "O", "H", "H"],
  "xyz": [[0.069, -0.044, -0.022], [-0.326, 1.175, 0.365], [-0.656, -0.350, -1.153], [1.426, -0.206, -0.309], [-0.235, -0.888, 0.993], [0.298, -3.271, -0.888], [0.159, -4.136, -0.501], [-0.034, -2.658, -0.233], [1.576, -1.316, 3.897], [2.449, -1.184, 4.267], [1.737, -1.647, 3.013], [2.761, -2.502, -1.924], [1.875, -2.803, -1.724], [2.715, -2.201, -2.831], [-2.840, -0.486, 0.822], [-3.029, -1.413, 0.681], [-1.912, -0.394, 0.606], [3.947, -0.493, -0.059], [3.763, -1.408, -0.273], [3.108, -0.047, -0.173], [0.265, 1.213, 3.237], [0.927, 0.802, 3.792], [-0.014, 0.518, 2.641], [2.024, 1.128, -2.590], [1.755, 0.464, -1.955], [1.323, 1.780, -2.566], [0.491, 3.940, 2.395], [-0.334, 4.276, 2.046], [0.337, 3.002, 2.513], [-2.686, 2.752, -0.172], [-2.542, 2.336, 0.678], [-2.831, 2.023, -0.775], [-2.650, 0.658, -2.160], [-2.260, 0.579, -3.031], [-2.048, 0.187, -1.584], [-2.722, -0.762, 3.438], [-2.745, -0.599, 2.495], [-2.059, -1.444, 3.548], [0.085, -1.404, -4.206], [-0.087, -2.327, -4.394], [0.184, -1.367, -3.255], [-0.090, 2.743, -1.734], [-0.599, 2.206, -1.127], [-0.573, 3.567, -1.788]]
}

# 2
{
  "formula": "C11H24BNO15S3",
  "method": "ωB97M-V with the def2-TZVPD basis set",
  "lumo_ev": -0.85,
  "homo_lumo_gap_ha": 0.3005,
  "smiles": "CN(C)B(O)[C@](O)(CCCS(=O)(=O)O)OC=O.O=S1(=O)OCCO1.O=S1(=O)OCCO1",
  "species": ["C", "N", "C", "B", "O", "C", "O", "C", "C", "C", "S", "O", "O", "O", "O", "C", "O", "H", "H", "H", "H", "H", "H", "H", "H", "H", "H", "H", "H", "H", "H", "H", "H", "O", "S", "O", "O", "C", "C", "O", "H", "H", "H", "H", "O", "S", "O", "O", "C", "C", "O", "H", "H", "H", "H"],
  "xyz": [[0.497, 1.048, 2.881], [-0.364, 1.148, 1.641], [-0.337, 2.523, 1.011], [-0.018, 0.047, 0.618], [1.118, 0.300, -0.296], [-0.939, -1.314, 0.679], [-1.399, -1.441, 2.102], [-0.183, -2.690, 0.207], [1.218, -3.021, 0.991], [2.430, -3.336, -0.115], [3.966, -2.294, 0.136], [5.188, -3.182, -0.318], [3.928, -1.075, -0.820], [4.128, -1.909, 1.789], [-2.147, -1.036, -0.166], [-1.719, -0.606, -1.528], [-2.082, 0.584, -2.081], [0.751, -0.091, 3.133], [-0.137, 1.423, 3.820], [1.470, 1.683, 2.726], [-0.553, 3.318, 1.866], [-1.258, 2.617, 0.258], [0.680, 2.827, 0.518], [1.968, 0.329, 0.264], [-1.029, -2.292, 2.482], [-0.034, -2.761, -0.975], [-0.931, -3.583, 0.465], [1.071, -4.055, 1.569], [1.532, -2.242, 1.806], [2.750, -4.480, -0.011], [2.089, -3.191, -1.225], [4.153, -2.812, 2.253], [-1.047, -1.292, -2.237], [1.443, 3.851, -3.361], [2.852, 3.589, -3.559], [3.836, 4.638, -3.694], [3.006, 2.567, -4.820], [3.681, 1.384, -4.393], [3.344, 1.235, -2.912], [3.348, 2.562, -2.393], [4.755, 1.533, -4.541], [3.350, 0.524, -4.981], [4.068, 0.611, -2.382], [2.339, 0.821, -2.776], [-5.060, 1.014, 3.956], [-5.853, 1.390, 2.806], [-6.905, 2.378, 2.864], [-6.454, 0.030, 2.137], [-6.017, -0.067, 0.783], [-4.678, 0.665, 0.733], [-4.835, 1.789, 1.596], [-6.760, 0.427, 0.149], [-5.925, -1.115, 0.486], [-4.418, 0.988, -0.278], [-3.873, 0.041, 1.134]]
}

# 3
{
  "formula": "C3H3NO2S",
  "method": "ωB97M-V with the def2-TZVPD basis set",
  "lumo_ev": [-1.45, -0.31],
  "homo_lumo_gap_ha": [0.2591, 0.2918],
  "e_above_lowest_ev": 7.344,
  "species": ["C", "C", "C", "N", "O", "O", "S", "H", "H", "H"],
  "xyz": [[-0.392, 1.241, 1.237], [1.374, 0.020, 0.547], [-2.477, 0.286, 0.223], [-1.303, 0.565, 0.756], [-5.006, -0.288, 0.344], [0.885, 0.907, 1.421], [-3.872, 0.122, 1.165], [0.834, -0.774, 0.240], [2.163, 0.376, -0.022], [-2.542, -0.018, -0.776]]
}

# 4
{
  "formula": "C46H50As3CaI2N4O2S3",
  "method": "ωB97M-V with the def2-TZVPD basis set",
  "lumo_ev": -3.98,
  "homo_lumo_gap_ha": 0.1786,
  "e_above_lowest_ev": 3.925,
  "total_charge": 1,
  "species": ["Ca", "O", "S", "O", "N", "C", "C", "C", "C", "C", "C", "C", "C", "N", "C", "C", "C", "C", "C", "C", "C", "H", "H", "H", "H", "H", "H", "H", "H", "H", "H", "H", "C", "As", "C", "C", "C", "C", "C", "As", "C", "C", "C", "As", "C", "C", "H", "H", "H", "H", "H", "H", "H", "H", "H", "H", "H", "H", "H", "H", "H", "H", "H", "H", "H", "H", "H", "H", "H", "H", "H", "H", "H", "S", "C", "C", "C", "C", "C", "C", "N", "C", "C", "C", "C", "C", "C", "C", "C", "N", "C", "C", "C", "C", "C", "S", "C", "H", "H", "H", "H", "H", "H", "H", "H", "H", "H", "H", "H", "I", "I"],
  "xyz": [[0.681, 7.608, 24.068], [-0.180, 6.974, 22.017], [0.011, 8.246, 21.189], [-1.206, 8.819, 20.726], [0.898, 9.121, 22.171], [0.801, 10.511, 22.234], [0.778, 11.423, 21.142], [0.661, 12.784, 21.339], [0.672, 13.339, 22.613], [0.767, 12.536, 23.750], [0.911, 13.047, 25.035], [0.972, 12.174, 26.097], [0.971, 10.786, 25.891], [0.833, 10.259, 24.669], [0.755, 11.084, 23.583], [0.939, 7.685, 19.811], [2.286, 7.571, 19.902], [3.054, 6.998, 18.856], [2.396, 6.494, 17.737], [1.010, 6.640, 17.642], [0.287, 7.145, 18.725], [0.958, 11.008, 20.141], [0.654, 13.454, 20.469], [0.679, 14.412, 22.808], [1.155, 14.098, 25.172], [0.936, 12.596, 27.098], [1.118, 10.032, 26.656], [2.810, 7.912, 20.804], [4.118, 6.903, 19.011], [2.950, 6.001, 16.939], [0.441, 6.361, 16.718], [-0.791, 7.132, 18.808], [-5.001, 10.273, 24.640], [-4.082, 8.858, 23.647], [-3.993, 9.886, 21.949], [-5.742, 7.780, 23.411], [-5.771, 6.294, 22.854], [-5.593, 6.481, 21.320], [-4.680, 5.450, 23.496], [-4.377, 3.686, 22.560], [-2.856, 3.020, 23.615], [-3.214, 4.112, 20.942], [-7.181, 5.859, 23.243], [-7.770, 4.121, 22.553], [-9.614, 3.985, 23.417], [-8.338, 4.756, 20.664], [-6.075, 10.417, 24.337], [-4.523, 11.257, 24.527], [-4.972, 9.912, 25.708], [-3.670, 10.944, 22.006], [-4.952, 9.799, 21.453], [-3.248, 9.372, 21.373], [-6.435, 8.424, 22.809], [-6.188, 7.821, 24.384], [-4.719, 7.115, 21.113], [-6.445, 7.123, 20.997], [-5.466, 5.512, 20.768], [-4.802, 5.354, 24.583], [-3.649, 5.918, 23.425], [-2.183, 2.615, 22.837], [-3.167, 2.198, 24.297], [-2.383, 3.801, 24.264], [-2.139, 4.002, 21.253], [-3.336, 5.171, 20.785], [-3.569, 3.482, 20.069], [-7.976, 6.462, 22.823], [-7.255, 5.771, 24.327], [-9.658, 3.152, 24.144], [-10.355, 3.700, 22.634], [-10.015, 4.944, 23.837], [-9.260, 4.191, 20.356], [-7.566, 4.394, 19.994], [-8.369, 5.844, 20.505], [7.494, 5.528, 23.026], [7.477, 4.836, 21.426], [6.382, 4.058, 21.147], [5.464, 4.086, 22.205], [5.796, 4.910, 23.274], [4.785, 5.231, 24.289], [3.552, 5.769, 23.784], [2.550, 6.180, 24.492], [2.664, 6.187, 25.862], [3.944, 5.799, 26.510], [4.064, 5.940, 27.960], [2.982, 6.167, 28.795], [1.649, 6.315, 28.182], [0.464, 6.323, 28.924], [-0.845, 6.379, 28.345], [-0.846, 6.544, 26.915], [0.250, 6.703, 26.189], [1.519, 6.391, 26.755], [-2.014, 6.605, 29.260], [-1.932, 6.936, 30.614], [-3.088, 7.661, 31.061], [-4.074, 7.680, 30.104], [-3.715, 6.786, 28.744], [4.939, 5.271, 25.673], [8.406, 4.898, 20.803], [6.251, 3.510, 20.200], [4.496, 3.715, 22.178], [3.359, 5.748, 22.716], [5.071, 5.890, 28.421], [3.049, 6.202, 29.894], [0.467, 6.146, 30.001], [-1.797, 6.690, 26.395], [-1.072, 6.744, 31.277], [-3.205, 8.052, 32.048], [-4.990, 8.191, 30.308], [5.849, 4.929, 26.184], [1.380, 1.851, 22.472], [1.741, 2.619, 19.835]]
}

no.,molar mass (g mol⁻¹),total energy (eV),largest force on an atom (eV/A)
1,321.0,-38596.0921,3.0
2,517.3,-77172.7465,9.5
3,117.1,-19573.4326,3.2
4,1305.8,-308224.7324,2.9